This record from OMol25 describes a structure of composition C28H37ClFN5O2Pd. The level of theory is ωB97M-V/def2-TZVPD.

The molecular weight comes out at 636.5 g/mol. The total energy comes out at -2201.36253 Ha. As for the energy above the lowest of the compared OMol25 structures with the same formula, charge and spin: 1.8 kcal per mole. The HOMO energy comes out at -7.532 eV. Its gap between HOMO and LUMO is 8.10 eV.

Geometry as XYZ:
```
75
Properties=species:S:1:pos:R:3:mulliken_charge:R:1
Pd -0.662 -0.530 -0.313 0.02
N 1.698 1.401 3.401 -0.43
C 0.780 0.981 2.479 0.49
O 0.210 1.779 1.755 -0.61
C 0.550 -0.512 2.470 -0.27
C -0.643 -1.003 1.662 -1.61
H 2.009 2.355 3.348 0.25
H 2.271 0.737 3.890 0.19
H 0.471 -0.826 3.520 0.43
H 1.472 -0.965 2.090 0.33
H -1.561 -0.568 2.073 0.57
H -0.709 -2.086 1.791 0.49
F 3.962 -4.472 -1.268 -0.42
C 2.932 -3.620 -1.020 0.51
C 3.211 -2.306 -0.711 -1.01
C 2.148 -1.442 -0.478 0.37
C 0.810 -1.856 -0.533 -0.24
C 0.593 -3.206 -0.835 -0.48
C 1.640 -4.093 -1.088 -0.74
H 4.239 -1.967 -0.668 0.41
H 2.379 -0.407 -0.245 0.68
H -0.421 -3.589 -0.880 0.44
H 1.461 -5.135 -1.321 0.47
C 0.733 0.039 -8.531 -1.79
C 1.677 -1.004 -7.913 1.60
C 1.187 -2.404 -8.296 -1.86
C 3.063 -0.782 -8.533 -1.87
C 1.745 -0.806 -6.355 2.39
O 2.063 0.555 -6.112 -0.69
C 2.785 -1.764 -5.741 -1.52
C 3.136 -1.658 -4.249 0.01
C 3.870 -0.400 -3.856 -0.66
C 3.300 0.531 -2.992 1.27
C 3.973 1.688 -2.637 -1.38
C 5.235 1.922 -3.155 0.29
Cl 6.089 3.373 -2.715 -0.23
C 5.832 1.015 -4.013 -0.99
C 5.147 -0.142 -4.353 0.24
C 0.319 -1.063 -5.784 -1.87
N -0.031 -0.391 -4.544 1.17
C -0.199 -0.931 -3.335 -0.61
N -0.595 0.001 -2.479 0.14
C -0.684 1.109 -3.256 -0.53
N -0.358 0.917 -4.508 -1.03
H 0.873 0.051 -9.613 0.49
H 0.945 1.035 -8.146 0.35
H -0.320 -0.184 -8.356 0.42
H 1.105 -2.473 -9.382 0.50
H 0.199 -2.625 -7.887 0.31
H 1.876 -3.186 -7.971 0.36
H 2.974 -0.782 -9.620 0.50
H 3.773 -1.567 -8.272 0.36
H 3.476 0.182 -8.233 0.32
H 2.936 0.623 -5.714 0.34
H 3.717 -1.641 -6.295 0.19
H 2.456 -2.787 -5.936 0.56
H 3.782 -2.511 -4.023 0.61
H 2.268 -1.782 -3.607 -0.81
H 2.316 0.346 -2.582 0.31
H 3.523 2.404 -1.962 0.51
H 6.823 1.208 -4.400 0.43
H 5.621 -0.860 -5.013 0.44
H 0.189 -2.130 -5.602 0.33
H -0.432 -0.753 -6.505 0.30
H -0.028 -1.969 -3.104 0.69
H -1.000 2.068 -2.882 0.46
C -4.812 2.930 1.027 -1.12
C -3.456 3.201 0.377 -0.30
C -2.709 1.970 0.138 0.22
N -2.115 1.011 -0.048 -0.24
H -5.332 3.872 1.193 0.34
H -4.688 2.430 1.986 0.33
H -5.431 2.300 0.390 0.33
H -2.836 3.836 1.012 0.27
H -3.573 3.712 -0.580 0.25
```

***

This record from OMol25 describes a cluster of 2 separate species, C8H9O3P in total. The level of theory is ωB97M-V/def2-TZVPD.

The molecular weight comes out at 184.1 g/mol. The total energy comes out at -877.20792 Ha. As for the energy above the lowest of the compared OMol25 structures with the same formula, charge and spin: 60.7 kcal per mole. The HOMO energy (alpha / beta) comes out at -8.556 / -7.826 eV. Its gap between HOMO and LUMO (alpha / beta) is 8.02 / 7.81 eV.

Geometry as XYZ:
```
21
Properties=species:S:1:pos:R:3:mulliken_charge:R:1
C 2.508 0.372 2.027 -0.33
C 1.489 1.256 2.223 -0.43
C 2.420 -0.595 1.014 -0.56
C 0.389 1.285 1.350 -0.29
C 1.314 -0.556 0.139 -0.43
C 0.292 0.385 0.319 0.46
C 0.269 0.648 -3.639 -0.01
C -3.070 -1.544 -0.331 -0.62
O 1.414 0.371 -3.678 -0.30
O -2.353 1.180 -0.315 -0.66
O -1.690 -1.203 -0.506 -0.21
P -1.264 0.279 -0.675 0.53
H 3.489 0.690 2.534 0.25
H 1.424 1.982 2.990 0.38
H 3.111 -1.385 1.080 0.41
H -0.443 1.886 1.687 0.38
H 1.220 -1.224 -0.700 0.34
H -0.277 0.979 -4.521 0.30
H -3.673 -1.504 -1.373 0.24
H -3.552 -0.771 0.300 0.32
H -3.015 -2.530 0.074 0.22
```

***

This record from OMol25 describes a cluster of 11 separate species, C42H111N5O13 in total. The level of theory is ωB97M-V/def2-TZVPD.

The molecular weight comes out at 894.4 g/mol. The total energy comes out at -2918.35564 Ha. As for the energy above the lowest of the compared OMol25 structures with the same formula, charge and spin: 93.2 kcal per mole. Its structure (SMILES) is COC[C@H](C)N.COC[C@H](C)N.COC[C@H](C)N.COCCNCCOC.COCCNCCOC.CC(C)O.CC(C)O.CC(C)O.CC(C)O.CC(C)O.CC(C)O. The HOMO energy comes out at -8.727 eV. Its gap between HOMO and LUMO is 8.88 eV.

Geometry as XYZ:
```
171
Properties=species:S:1:pos:R:3:mulliken_charge:R:1
C 2.614 -2.352 10.847 -0.75
O 3.284 -3.418 10.130 -0.30
C 4.199 -4.176 10.966 -0.71
C 4.510 -5.563 10.359 0.47
C 3.301 -6.281 9.744 -1.29
N 5.142 -6.454 11.314 -0.67
H 1.874 -1.880 10.202 0.27
H 3.303 -1.509 10.899 0.30
H 2.150 -2.605 11.800 0.30
H 5.164 -3.681 11.072 0.33
H 3.758 -4.338 11.949 0.33
H 5.221 -5.430 9.544 0.23
H 2.788 -5.624 9.042 0.32
H 2.622 -6.599 10.535 0.33
H 3.733 -7.119 9.198 0.35
H 4.543 -6.786 12.056 0.25
H 5.882 -5.979 11.809 0.24
C -4.496 11.719 -6.624 -0.78
O -3.587 10.622 -7.001 -0.31
C -3.824 10.152 -8.253 -0.62
C -2.856 8.971 -8.532 0.58
C -1.396 9.318 -8.275 -1.43
N -2.983 8.538 -9.889 -0.73
H -4.253 12.620 -7.187 0.32
H -4.399 12.010 -5.578 0.26
H -5.529 11.531 -6.918 0.31
H -4.808 9.689 -8.330 0.34
H -3.739 10.933 -9.009 0.39
H -3.038 8.142 -7.848 0.17
H -1.243 9.666 -7.254 0.32
H -1.078 10.153 -8.899 0.33
H -0.774 8.432 -8.410 0.38
H -2.460 7.676 -9.926 0.25
H -3.881 8.289 -10.279 0.23
C 4.530 6.678 3.947 -0.73
O 3.884 6.054 2.868 -0.27
C 3.227 6.889 1.938 -0.69
C 2.645 6.051 0.835 0.46
C 3.565 5.119 0.029 -1.24
N 1.902 6.956 -0.038 -0.71
H 5.255 5.971 4.349 0.24
H 3.833 6.804 4.776 0.27
H 5.041 7.600 3.670 0.30
H 2.363 7.355 2.413 0.31
H 3.967 7.620 1.613 0.37
H 1.998 5.351 1.363 0.21
H 4.109 5.655 -0.750 0.34
H 3.001 4.248 -0.306 0.24
H 4.323 4.769 0.730 0.34
H 1.473 6.407 -0.770 0.28
H 2.607 7.473 -0.545 0.28
C -2.705 3.367 6.326 -0.24
O -3.692 4.061 5.652 -0.32
C -3.734 3.677 4.216 -0.51
C -5.152 3.084 3.965 -0.80
N -5.308 1.761 4.561 -0.34
C -4.625 0.687 3.771 -0.35
C -4.915 -0.717 4.268 -0.70
O -4.726 -0.880 5.644 -0.39
C -3.342 -1.029 6.052 -0.46
H -1.671 3.626 6.101 0.31
H -2.815 2.282 6.353 -0.17
H -2.823 3.624 7.379 0.28
H -3.030 3.063 3.655 0.30
H -3.686 4.656 3.739 0.43
H -5.428 3.159 2.913 0.41
H -5.869 3.782 4.398 0.35
H -4.854 1.764 5.463 0.24
H -3.563 0.920 3.694 0.29
H -5.007 0.772 2.754 0.38
H -4.437 -1.590 3.823 0.44
H -5.981 -0.916 4.158 0.27
H -3.308 -1.524 7.022 0.24
H -2.922 -0.023 6.088 0.01
H -2.779 -1.700 5.402 0.32
C -2.355 4.080 -1.936 -0.75
O -1.602 2.810 -1.979 -0.31
C -2.153 1.730 -1.245 -0.55
C -1.165 0.601 -1.136 -0.76
N -0.259 0.838 -0.100 0.02
C 0.272 -0.341 0.544 -0.59
C 1.314 0.061 1.564 -0.56
O 1.702 -1.046 2.433 -0.31
C 2.631 -0.670 3.417 -0.74
H -2.485 4.288 -0.874 0.30
H -3.412 3.967 -2.176 0.33
H -1.899 4.852 -2.557 0.24
H -3.064 1.444 -1.770 0.43
H -2.577 1.983 -0.274 0.27
H -0.684 0.398 -2.093 0.33
H -1.692 -0.324 -0.902 0.45
H 0.355 1.613 -0.306 0.11
H 0.690 -1.099 -0.119 0.27
H -0.574 -0.818 1.038 0.29
H 0.755 0.801 2.136 0.37
H 2.135 0.504 1.001 0.31
H 3.541 -0.335 2.920 0.31
H 2.890 -1.489 4.088 0.26
H 2.342 0.182 4.033 0.30
C -0.732 -7.219 1.250 -1.21
C -1.509 -7.057 -0.074 0.39
C -0.895 -7.904 -1.189 -1.32
O -2.810 -7.493 0.082 -0.55
H -1.261 -6.702 2.051 0.32
H 0.304 -6.941 1.057 0.35
H -0.694 -8.266 1.550 0.30
H -1.664 -5.985 -0.196 0.29
H 0.084 -7.578 -1.542 0.37
H -1.509 -7.889 -2.089 0.35
H -0.709 -8.919 -0.836 0.36
H -2.769 -8.451 0.036 0.35
C 5.380 -4.533 -2.649 -1.18
C 4.984 -3.797 -3.948 0.25
C 6.144 -2.833 -4.443 -1.12
O 4.801 -4.650 -5.030 -0.55
H 5.454 -3.790 -1.855 0.32
H 6.284 -5.129 -2.779 0.37
H 4.521 -5.153 -2.390 0.30
H 4.079 -3.199 -3.842 0.33
H 6.004 -2.498 -5.471 0.31
H 7.026 -3.406 -4.159 0.31
H 6.190 -1.931 -3.833 0.33
H 5.502 -5.303 -5.085 0.33
C 10.117 -9.135 5.753 -1.33
C 8.833 -8.667 6.409 0.50
C 7.908 -8.037 5.323 -1.14
O 8.175 -9.751 7.051 -0.54
H 9.938 -9.986 5.096 0.35
H 10.806 -9.478 6.525 0.32
H 10.598 -8.319 5.213 0.36
H 9.141 -7.879 7.096 0.21
H 7.688 -8.689 4.478 0.30
H 8.272 -7.107 4.887 0.36
H 6.948 -7.753 5.756 0.29
H 7.602 -9.332 7.698 0.33
C -8.366 -2.652 -2.094 -1.26
C -7.727 -3.997 -1.668 0.57
C -8.005 -5.251 -2.568 -1.28
O -6.348 -3.722 -1.618 -0.54
H -7.985 -2.251 -3.034 0.31
H -8.161 -1.963 -1.275 0.31
H -9.452 -2.567 -2.122 0.38
H -7.976 -4.308 -0.653 0.20
H -7.516 -5.161 -3.538 0.34
H -9.010 -5.351 -2.978 0.35
H -7.743 -6.176 -2.055 0.33
H -5.852 -4.489 -1.322 0.29
C -4.781 1.425 -9.202 -1.30
C -4.450 1.468 -7.695 0.39
C -4.495 0.010 -7.199 -1.11
O -3.195 1.952 -7.606 -0.50
H -5.838 1.364 -9.459 0.36
H -4.275 0.647 -9.774 0.32
H -4.390 2.362 -9.596 0.33
H -5.226 2.028 -7.174 0.28
H -3.929 -0.641 -7.864 0.27
H -5.475 -0.439 -7.035 0.36
H -3.994 0.089 -6.234 0.29
H -3.016 2.170 -6.688 0.30
C 2.243 2.248 -6.906 -1.26
C 2.099 2.015 -8.434 0.49
C 1.864 0.617 -8.994 -1.05
O 1.237 2.866 -9.160 -0.50
H 1.330 2.013 -6.360 0.30
H 2.424 3.319 -6.810 0.33
H 3.014 1.626 -6.451 0.35
H 3.117 2.333 -8.658 0.17
H 2.115 0.531 -10.051 0.29
H 0.826 0.288 -8.942 0.24
H 2.500 -0.102 -8.477 0.33
H 0.404 2.857 -8.683 0.31
```